[1]
Formula: C28H40MgNO2
Source: the Open Molecules 2025 dataset
Level of theory: ωB97M-V with the def2-TZVPD basis set

Calculated values
- molar mass (g/mol) = 446.94
- ΔE to the lowest compared entry with this formula, charge and spin (eV) = 2.922
- LUMO energy (eV) = 2.176
- HOMO level (eV) = -2.271
- Kohn-Sham gap (eV) = 4.447
- charge = -1

```
72
C28H40MgNO2 | the Open Molecules 2025 dataset | ωB97M-V with the def2-TZVPD basis set
O -0.144 -0.865 -3.894
C -0.075 0.282 -4.850
C 0.073 -0.502 -6.123
H 0.806 0.903 -4.663
H -0.990 0.888 -4.813
C 0.019 -1.674 -5.118
H 1.044 -0.344 -6.614
H -0.783 -0.426 -6.799
C 1.332 -2.430 -5.126
H 2.154 -1.733 -4.901
H 1.513 -2.870 -6.121
H 1.306 -3.243 -4.388
C -1.172 -2.581 -5.394
H -2.119 -2.024 -5.405
H -1.235 -3.389 -4.652
H -1.061 -3.047 -6.388
Mg -0.410 -0.874 -0.303
C -2.522 -1.174 2.224
C -2.457 0.248 2.114
C -2.465 0.605 0.748
H -2.532 0.948 2.978
C -2.558 -0.609 -0.034
C -2.589 -1.714 0.916
H -2.750 -2.753 0.664
H -2.614 -1.726 3.158
H -2.575 1.633 0.353
H -2.791 -0.684 -1.101
C 1.012 -2.706 2.100
C 0.068 -3.284 1.231
C 0.385 -2.895 -0.106
H -0.739 -3.970 1.539
C 1.558 -2.012 -0.026
C 1.920 -1.948 1.354
H 2.807 -1.439 1.756
H 1.076 -2.908 3.191
H -0.083 -3.258 -1.038
H 2.111 -1.613 -0.883
O 1.940 2.358 -3.347
C 1.368 1.501 -2.255
C -0.098 1.905 -2.027
H 1.911 1.663 -1.300
H 1.438 0.412 -2.459
C -0.071 3.344 -2.540
H -0.501 1.843 -1.003
H -0.749 1.257 -2.628
C 0.963 3.364 -3.649
H 0.310 3.953 -1.722
H -1.053 3.747 -2.780
H 1.486 4.341 -3.660
H 0.485 3.138 -4.624
C -0.713 -0.393 6.918
N -0.538 0.333 5.698
C -1.041 1.672 5.654
C 0.049 -0.367 4.562
C 0.736 0.553 3.612
C 1.692 1.437 4.179
C 2.289 2.430 3.384
C 1.902 2.550 2.036
C 0.966 1.626 1.478
C 0.488 0.625 2.265
H -1.757 -0.282 7.240
H -0.071 0.027 7.711
H -0.460 -1.448 6.750
H -0.242 2.433 5.564
H -1.770 1.819 4.837
H -1.546 1.814 6.619
H 0.778 -1.087 4.993
H -0.709 -0.973 4.037
H 1.958 1.354 5.235
H 3.031 3.112 3.810
H 2.331 3.334 1.391
H 0.674 1.794 0.436
```



[2]
Formula: C28H40N3O
Source: the Open Molecules 2025 dataset
Level of theory: ωB97M-V with the def2-TZVPD basis set

Calculated values
- molar mass (g/mol) = 434.65
- ΔE to the lowest compared entry with this formula, charge and spin (eV) = 0.657
- LUMO energy (eV) = -2.313
- HOMO level (eV) = -10.702
- Kohn-Sham gap (eV) = 8.389
- SMILES = CCC[NH+](CCC)[C@H](/C=C/N1[C@H](Cc2ccccc2)C(=O)N(C)C1(C)C)c1ccccc1
- charge = +1

```
72
C28H40N3O | the Open Molecules 2025 dataset | ωB97M-V with the def2-TZVPD basis set
C 1.880 4.693 -0.959
N 1.788 3.256 -0.906
C 2.901 2.464 -0.986
O 4.050 2.873 -1.125
C 2.424 1.013 -0.883
C 3.201 0.226 0.167
C 4.662 0.023 -0.194
C 5.654 0.212 0.776
C 7.006 0.147 0.424
C 7.372 -0.126 -0.900
C 6.382 -0.384 -1.856
C 5.030 -0.323 -1.499
N 1.002 1.178 -0.596
C 0.153 0.116 -0.601
C -1.128 0.221 -0.146
C -2.128 -0.868 -0.272
C -3.555 -0.291 -0.310
C -4.529 -0.605 -1.259
C -5.848 -0.152 -1.080
C -6.183 0.683 -0.006
C -5.180 1.052 0.897
C -3.881 0.552 0.755
C 0.550 2.577 -0.558
C 0.084 3.051 0.828
C -0.555 2.879 -1.595
H 2.922 4.955 -1.146
H 1.244 5.073 -1.767
H 1.542 5.136 -0.014
H 2.536 0.547 -1.879
H 3.139 0.764 1.128
H 2.721 -0.754 0.309
H 5.345 0.444 1.799
H 7.766 0.329 1.187
H 8.427 -0.143 -1.181
H 6.655 -0.612 -2.888
H 4.259 -0.519 -2.249
H 0.563 -0.817 -1.014
H -1.475 1.184 0.224
H -1.910 -1.379 -1.221
H -4.254 -1.184 -2.148
H -6.610 -0.459 -1.803
H -7.203 1.059 0.116
H -5.386 1.729 1.723
H -3.099 0.832 1.471
H 0.940 3.115 1.512
H -0.353 4.052 0.714
H -0.666 2.400 1.283
H -0.187 2.651 -2.605
H -1.460 2.288 -1.416
H -0.812 3.946 -1.529
C -3.257 -4.947 -1.223
C -2.761 -3.526 -1.015
C -2.824 -3.159 0.454
N -2.108 -1.834 0.819
C -0.845 -2.137 1.637
C -0.340 -0.956 2.474
C 0.503 -1.360 3.678
H -3.454 -5.138 -2.279
H -2.492 -5.656 -0.898
H -4.181 -5.154 -0.673
H -1.723 -3.436 -1.374
H -3.385 -2.827 -1.591
H -3.868 -3.055 0.785
H -2.350 -3.944 1.055
H -2.713 -1.478 1.564
H -1.155 -2.965 2.292
H -0.078 -2.518 0.954
H 0.261 -0.319 1.813
H -1.194 -0.348 2.812
H 1.053 -0.492 4.058
H -0.118 -1.718 4.510
H 1.234 -2.139 3.426
```



[3]
Formula: C28H40NO2PdS4Sb
Source: the Open Molecules 2025 dataset
Level of theory: ωB97M-V with the def2-TZVPD basis set

Calculated values
- molar mass (g/mol) = 779.08
- ΔE to the lowest compared entry with this formula, charge and spin (eV) = 0.000
- LUMO energy (spin up / spin down) (eV) = -0.675 / -2.508
- HOMO level (spin up / spin down) (eV) = -7.410 / -8.155
- Kohn-Sham gap (spin up / spin down) (eV) = 6.735 / 5.647
- multiplicity = 5

```
77
C28H40NO2PdS4Sb | the Open Molecules 2025 dataset | ωB97M-V with the def2-TZVPD basis set
Pd -0.080 0.653 -0.136
C 4.094 -3.182 4.094
C 4.634 -1.761 3.875
C 5.140 -1.229 5.216
C 5.821 -1.815 2.903
C 3.528 -0.893 3.276
C 2.993 -1.230 2.061
C 1.988 -0.431 1.477
N 1.401 -0.660 0.289
C 1.528 -1.893 -0.362
C 2.710 -2.335 -0.883
C 2.801 -3.583 -1.525
C 1.641 -4.362 -1.651
C 0.407 -3.962 -1.191
C 0.301 -2.675 -0.509
O -0.774 -2.224 -0.076
C -0.844 -4.810 -1.373
C -1.435 -5.163 0.003
C -1.880 -4.030 -2.203
C -0.542 -6.118 -2.106
C 4.156 -4.037 -2.046
C 4.098 -5.409 -2.718
C 4.669 -3.014 -3.071
C 5.137 -4.114 -0.866
C 1.464 0.711 2.202
O 0.479 1.355 1.671
C 2.014 1.052 3.472
C 3.029 0.254 3.944
C 1.565 2.241 4.335
C 2.744 3.220 4.454
C 0.359 3.025 3.806
C 1.190 1.728 5.736
H 4.868 -3.814 4.535
H 3.780 -3.639 3.155
H 3.235 -3.173 4.767
H 5.941 -1.874 5.580
H 4.354 -1.219 5.973
H 5.546 -0.219 5.127
H 6.628 -2.416 3.327
H 6.207 -0.813 2.704
H 5.537 -2.262 1.950
H 3.338 -2.111 1.540
H 3.583 -1.699 -0.805
H 1.724 -5.316 -2.146
H -1.732 -4.271 0.548
H -0.710 -5.719 0.603
H -2.313 -5.797 -0.134
H -2.209 -3.132 -1.688
H -2.747 -4.667 -2.384
H -1.463 -3.747 -3.172
H 0.157 -6.747 -1.550
H -0.136 -5.944 -3.104
H -1.470 -6.680 -2.222
H 3.419 -5.413 -3.573
H 3.783 -6.189 -2.023
H 5.091 -5.672 -3.085
H 3.967 -2.907 -3.900
H 5.628 -3.345 -3.475
H 4.818 -2.030 -2.625
H 4.774 -4.803 -0.100
H 5.287 -3.138 -0.403
H 6.110 -4.470 -1.212
H 3.466 0.506 4.899
H 3.053 3.573 3.468
H 3.608 2.757 4.934
H 2.450 4.087 5.049
H 0.558 3.488 2.842
H 0.131 3.814 4.527
H -0.523 2.397 3.696
H 2.023 1.235 6.236
H 0.362 1.020 5.678
H 0.876 2.566 6.361
S -3.869 0.996 -2.328
Sb -2.344 2.843 -2.363
S -0.176 0.032 -2.299
S -1.753 2.300 -0.160
S -0.506 1.560 -3.518
```